18
Properties=species:S:1:pos:R:3:forces:R:3:mulliken_charge:R:1 method="wB97M-V/def2-TZVPD" largest_force_ha_per_bohr=0.1099 lumo_ev="3.76 / 3.76" homo_energy_ev="-2.84 / -2.84" relative_energy_kcal_mol=2.2 charge=-1
O -1.043 -1.131 -1.230 -0.42 0.11 -0.97 -0.577
C 0.121 -1.164 -0.962 2.20 -2.14 0.12 0.337
O 1.065 -1.681 -1.889 -1.99 0.28 -0.87 -0.594
C 0.734 -0.913 0.301 -1.09 -1.33 2.09 0.145
O 2.050 -1.381 0.430 -1.41 -2.78 -0.77 -0.656
C 0.076 -0.582 1.480 1.49 -0.86 -3.06 -0.103
C -1.124 0.039 1.574 -0.04 0.87 -1.70 -0.733
C -1.666 0.822 0.549 -2.15 -0.79 4.35 0.056
C -1.156 1.415 -0.515 0.43 2.84 -4.87 -0.672
C 0.225 1.451 -0.851 1.01 1.64 0.28 0.806
O 1.272 1.262 -0.247 -1.20 0.25 -0.31 -0.587
F 0.453 1.920 -2.136 -0.49 0.10 -0.51 -0.334
H 1.943 -1.741 -1.530 0.36 0.27 0.85 0.381
H 2.466 -0.610 0.634 2.52 3.28 0.86 0.371
H 0.630 -0.735 2.344 1.00 -0.66 1.69 0.426
H -1.559 -0.047 2.517 -1.32 0.23 1.28 0.370
H -2.673 1.073 0.876 -0.39 0.33 -0.75 0.249
H -1.815 2.003 -1.343 1.48 -1.64 2.31 0.115


51
Properties=species:S:1:pos:R:3:forces:R:3:mulliken_charge:R:1 method="wB97M-V/def2-TZVPD" largest_force_ha_per_bohr=0.0254 lumo_ev="2.37 / 1.07" homo_energy_ev="-5.37 / -6.08" multiplicity=5 relative_energy_kcal_mol=1.7 charge=-1 s_squared=6.014
Ir -0.428 1.145 -1.101 0.08 0.46 -0.10 2.858
Cl -2.019 3.833 1.803 -0.01 -0.07 0.00 -0.180
C -3.248 2.967 0.859 0.03 0.08 -0.04 0.222
Cl -2.976 3.120 -0.884 0.01 -0.02 0.10 -0.109
H -4.211 3.405 1.091 -0.01 -0.01 -0.02 0.409
H -3.197 1.915 1.113 0.04 0.00 -0.04 -0.280
O 2.832 -0.518 -3.207 -0.08 0.01 0.02 -0.690
C 2.241 0.286 -2.512 0.32 0.05 0.06 0.292
O 0.950 0.263 -2.375 0.20 -0.18 -0.17 -1.063
C 3.057 1.359 -1.803 -0.07 -0.07 -0.06 0.214
C 4.438 1.169 -1.848 0.02 -0.05 -0.04 -0.626
C 5.326 2.058 -1.275 -0.03 0.00 0.00 -0.583
C 4.837 3.192 -0.640 -0.01 0.01 0.00 -0.439
C 3.474 3.403 -0.585 0.02 0.00 -0.01 -0.880
C 2.571 2.493 -1.150 0.00 0.09 0.08 0.844
S 0.887 2.979 -0.926 -0.22 0.00 0.13 -0.341
H 4.786 0.283 -2.361 0.01 0.00 0.00 0.452
H 6.391 1.872 -1.324 0.00 0.00 0.00 0.376
H 5.511 3.909 -0.187 0.00 0.00 0.00 0.355
H 3.080 4.283 -0.090 0.00 0.00 0.00 0.417
F -0.016 0.172 -4.789 0.27 -0.18 0.04 -0.421
Te -1.468 -0.560 -3.897 -0.90 0.64 -0.69 2.043
F -1.125 -2.045 -4.967 -0.09 0.04 -0.03 -0.402
F -3.114 -1.351 -3.501 -0.13 -0.14 0.14 -0.414
F -2.452 0.164 -5.308 -0.01 0.10 -0.16 -0.419
F -0.846 -1.651 -2.545 0.57 -0.39 0.45 -0.432
O -1.725 0.875 -2.795 0.14 -0.28 0.10 -1.050
C -1.310 0.106 3.861 -0.02 0.01 0.01 -1.212
C -2.098 -1.005 3.179 0.00 0.01 -0.05 -1.361
C -1.357 -1.633 1.987 0.07 0.02 0.07 2.607
C -2.235 -2.728 1.342 0.01 -0.01 -0.03 -1.280
C -1.546 -3.484 0.213 -0.02 -0.03 0.03 -0.908
C -0.077 -2.283 2.491 -0.03 -0.02 -0.05 -0.244
O -0.083 -3.083 3.403 0.01 -0.02 0.02 -0.661
N 1.084 -1.942 1.852 0.00 -0.02 -0.02 0.108
C 1.254 -1.003 0.818 -0.07 0.03 0.13 -0.014
O 2.351 -0.809 0.361 0.02 -0.01 0.00 -0.619
N 0.118 -0.341 0.429 0.09 0.02 0.06 -0.622
C -1.087 -0.575 0.942 -0.11 -0.04 0.03 0.221
O -2.019 0.119 0.491 -0.13 -0.02 0.06 -0.968
H -1.880 0.537 4.684 0.00 -0.01 0.00 0.466
H -1.078 0.916 3.166 0.02 0.03 -0.02 0.253
H -0.372 -0.274 4.272 0.01 0.01 -0.01 0.286
H -3.050 -0.624 2.804 0.00 0.00 0.00 0.424
H -2.309 -1.809 3.884 0.00 0.00 0.00 0.473
H -3.134 -2.233 0.970 0.00 0.00 0.01 0.422
H -2.531 -3.410 2.142 0.02 -0.02 0.00 0.428
H -1.212 -2.813 -0.578 0.00 0.00 -0.02 0.022
H -2.232 -4.200 -0.240 -0.01 0.01 0.00 0.475
H -0.681 -4.044 0.577 0.01 0.01 0.01 0.280
H 1.930 -2.404 2.152 -0.01 -0.01 0.01 0.272


22
Properties=species:S:1:pos:R:3:forces:R:3:mulliken_charge:R:1 method="wB97M-V/def2-TZVPD" largest_force_ha_per_bohr=0.0755 lumo_ev=0.52 homo_energy_ev=-8.93 relative_energy_kcal_mol=87.1 smiles="CN[C@@H](C=O)CO.O.O"
C 0.891 1.116 -1.417 -3.35 -1.76 -0.85 -0.706
N 1.557 -0.046 -0.719 -1.00 1.10 0.03 -0.376
C 0.674 -1.017 -0.103 -1.10 -2.79 -1.71 0.191
C 0.358 -0.898 1.402 -0.37 1.22 0.10 -0.065
O -0.552 -0.266 1.898 -0.52 -0.61 -0.80 -0.489
C -0.615 -1.394 -0.950 0.51 0.33 1.07 -0.713
O -1.081 -2.544 -0.274 0.49 -0.63 1.05 -0.512
H 0.490 1.988 -0.927 1.41 0.89 1.00 0.209
H 1.331 1.318 -2.393 0.38 0.25 0.44 0.402
H -0.267 0.900 -1.714 2.68 -0.71 0.26 0.209
H 2.151 0.195 0.075 0.21 0.85 -0.97 0.390
H 1.173 -2.005 -0.254 0.19 0.57 0.82 0.232
H 1.084 -1.292 2.113 0.45 -0.63 -0.09 0.378
H -0.266 -1.792 -1.952 -0.66 1.63 0.63 0.280
H -1.367 -0.565 -0.803 0.65 -0.85 -1.21 0.347
H -1.951 -2.835 -0.516 -0.57 0.19 -0.45 0.300
O -2.579 1.474 0.229 -1.99 0.60 -2.85 -0.610
H -2.313 0.695 0.634 1.13 -1.92 1.73 0.334
H -2.226 2.228 0.629 0.93 1.34 1.25 0.290
O 1.458 1.361 1.527 1.35 0.31 -0.04 -0.585
H 0.588 1.507 1.198 -1.09 0.03 -0.55 0.200
H 1.465 1.873 2.317 0.29 0.56 1.17 0.294


Number 1: E_tot -18263.0629 eV. Number 2: E_tot -91736.3636 eV. Number 3: E_tot -14035.9947 eV.